This record from the Open Molecules 2025 dataset describes 5 unconnected molecules or ions with the total composition C34H82FN14O5P4. The level of theory is ωB97M-V/def2-TZVPD.

```
140
C34H82FN14O5P4 ωB97M-V/def2-TZVPD
C -8.317 4.395 8.093
C -7.259 4.420 7.544
N -5.959 4.322 7.067
N -5.110 5.204 7.556
C -3.894 5.113 7.116
C -3.419 4.136 6.200
F -2.171 4.087 5.831
C -4.359 3.205 5.738
C -3.950 2.103 4.807
C -3.842 0.880 5.349
C -5.698 3.336 6.203
C -6.754 2.394 5.718
C -7.728 3.152 4.733
O -7.843 2.477 3.507
H -9.193 4.225 8.682
H -3.146 5.810 7.488
H -3.762 2.301 3.758
H -4.549 0.644 6.147
H -3.067 0.175 5.068
H -6.320 1.579 5.145
H -7.290 1.953 6.566
H -7.292 4.130 4.501
H -8.697 3.321 5.213
H -8.412 1.709 3.624
O -3.861 3.313 0.888
P -2.951 4.294 0.175
N -2.103 3.172 -0.805
C -0.731 3.280 -1.254
C -2.930 2.633 -1.882
N -2.035 4.725 1.620
C -0.778 4.060 1.937
C -2.860 4.716 2.819
N -2.331 5.710 -0.702
C -1.275 6.584 -0.219
C -3.476 6.554 -1.127
H -0.594 4.023 -2.052
H -0.401 2.315 -1.645
H -0.039 3.509 -0.448
H -3.078 3.362 -2.693
H -3.912 2.345 -1.504
H -2.484 1.733 -2.310
H -0.842 2.967 1.860
H -0.463 4.313 2.953
H 0.042 4.421 1.316
H -2.985 3.708 3.201
H -3.848 5.133 2.625
H -2.398 5.315 3.610
H -1.487 7.033 0.754
H -1.139 7.397 -0.936
H -0.316 6.070 -0.187
H -3.954 7.046 -0.272
H -4.233 5.937 -1.625
H -3.165 7.316 -1.841
O -3.455 -3.104 0.658
P -3.802 -2.704 -0.762
N -5.040 -1.566 -0.372
C -6.226 -1.281 -1.147
C -4.502 -0.323 0.169
N -4.460 -4.289 -1.173
C -5.883 -4.559 -1.034
C -3.737 -5.398 -0.542
N -3.803 -2.236 -2.483
C -4.418 -3.008 -3.550
C -2.414 -1.903 -2.896
H -6.020 -0.694 -2.054
H -6.929 -0.708 -0.537
H -6.768 -2.178 -1.433
H -4.043 0.297 -0.614
H -3.739 -0.526 0.924
H -5.276 0.267 0.664
H -6.287 -4.240 -0.064
H -6.076 -5.629 -1.146
H -6.467 -4.106 -1.837
H -4.051 -5.553 0.497
H -2.661 -5.223 -0.544
H -3.923 -6.324 -1.091
H -4.042 -4.031 -3.625
H -4.215 -2.511 -4.502
H -5.502 -3.020 -3.460
H -1.780 -2.793 -2.937
H -1.966 -1.206 -2.179
H -2.395 -1.415 -3.871
O 1.280 -2.762 -3.454
P 2.444 -3.709 -3.256
N 2.631 -4.211 -4.891
C 3.100 -5.502 -5.343
C 3.192 -3.164 -5.742
N 1.539 -4.884 -2.304
C 0.933 -6.048 -2.936
C 0.527 -4.267 -1.449
N 3.991 -4.422 -2.745
C 4.127 -5.667 -2.010
C 4.794 -3.383 -2.055
H 4.183 -5.641 -5.211
H 2.882 -5.614 -6.408
H 2.585 -6.330 -4.863
H 4.269 -3.026 -5.562
H 2.696 -2.209 -5.560
H 3.046 -3.398 -6.798
H 0.360 -5.794 -3.837
H 0.261 -6.550 -2.236
H 1.672 -6.813 -3.179
H -0.386 -4.032 -2.011
H 0.892 -3.343 -1.001
H 0.253 -4.941 -0.633
H 3.585 -5.679 -1.062
H 5.186 -5.828 -1.789
H 3.830 -6.522 -2.615
H 4.357 -3.128 -1.082
H 4.825 -2.469 -2.658
H 5.827 -3.700 -1.907
O 7.031 -0.179 -1.956
P 8.128 -0.261 -0.919
N 7.130 -0.249 0.487
C 7.471 0.297 1.781
C 6.398 -1.497 0.659
N 8.806 1.326 -1.259
C 8.403 2.487 -0.479
C 8.728 1.696 -2.677
N 9.582 -0.739 -0.013
C 10.661 0.163 0.351
C 10.175 -1.940 -0.651
H 8.188 -0.324 2.338
H 6.567 0.381 2.389
H 7.864 1.308 1.722
H 7.056 -2.307 1.013
H 5.952 -1.815 -0.284
H 5.578 -1.386 1.371
H 7.315 2.574 -0.372
H 8.772 3.401 -0.948
H 8.868 2.497 0.509
H 7.737 2.077 -2.946
H 8.946 0.846 -3.322
H 9.461 2.476 -2.898
H 11.118 0.669 -0.502
H 11.444 -0.412 0.853
H 10.335 0.899 1.084
H 10.619 -1.701 -1.625
H 9.402 -2.700 -0.812
H 10.939 -2.391 -0.018
```

Properties
total charge	+1
LUMO energy	-4.716	eV

---

This record from the Open Molecules 2025 dataset describes 8 unconnected molecules or ions with the total composition C34H82FO22PS2. The level of theory is ωB97M-V/def2-TZVPD.

```
142
C34H82FO22PS2 ωB97M-V/def2-TZVPD
O -5.292 4.667 4.234
S -5.263 4.276 2.884
O -5.775 5.261 2.008
O -3.744 3.971 2.395
C -3.770 3.082 1.299
F -2.534 3.067 0.794
C -4.164 1.626 1.666
O -4.756 1.083 0.484
O -3.093 0.845 1.952
C -5.225 1.549 2.795
S -4.423 1.671 4.428
P -6.072 -0.150 2.795
O -4.999 -1.164 2.110
O -7.420 -0.054 1.826
C -6.180 2.735 2.565
C -7.496 2.696 3.358
C -8.674 2.710 2.410
O -8.873 4.048 1.957
H -4.407 3.533 0.535
H -5.255 1.760 0.010
H -2.616 0.655 1.130
H -3.182 1.235 4.160
H -5.480 -1.937 1.778
H -8.153 -0.241 2.427
H -6.421 2.777 1.514
H -7.546 1.882 4.065
H -7.574 3.636 3.892
H -8.498 2.090 1.541
H -9.564 2.389 2.946
H -9.206 3.972 1.056
C 1.868 1.173 -3.339
O 0.881 2.172 -3.522
C -0.404 1.644 -3.808
C -1.296 1.696 -2.589
O -0.842 0.799 -1.585
C -0.167 1.463 -0.526
H 2.769 1.661 -2.966
H 1.551 0.421 -2.612
H 2.101 0.688 -4.294
H -0.329 0.620 -4.187
H -0.843 2.264 -4.596
H -2.305 1.381 -2.876
H -1.359 2.717 -2.201
H -0.879 2.031 0.072
H 0.617 2.127 -0.898
H 0.292 0.705 0.108
C 1.091 -5.198 0.243
O 1.613 -3.996 -0.296
C 0.701 -3.331 -1.159
C 0.056 -2.145 -0.482
O -0.823 -2.553 0.560
C -0.271 -2.379 1.852
H 1.782 -5.552 1.006
H 0.111 -5.041 0.701
H 1.012 -5.961 -0.538
H -0.062 -4.024 -1.527
H 1.278 -2.974 -2.020
H -0.548 -1.603 -1.214
H 0.819 -1.460 -0.102
H -0.206 -1.313 2.101
H 0.721 -2.833 1.930
H -0.936 -2.863 2.566
C -1.300 -10.545 2.150
O -0.159 -11.008 2.850
C 1.044 -10.862 2.110
C 1.856 -9.685 2.599
O 1.213 -8.453 2.298
C 0.586 -7.868 3.425
H -2.139 -10.547 2.845
H -1.157 -9.530 1.773
H -1.535 -11.216 1.316
H 0.836 -10.767 1.040
H 1.625 -11.777 2.262
H 2.819 -9.680 2.077
H 2.055 -9.770 3.671
H 1.338 -7.494 4.129
H -0.070 -8.579 3.934
H -0.011 -7.028 3.075
C 5.256 0.040 -0.886
O 4.943 1.413 -0.713
C 5.863 2.086 0.135
C 6.827 2.938 -0.660
O 7.714 2.141 -1.430
C 7.371 2.102 -2.804
H 4.609 -0.356 -1.668
H 6.297 -0.102 -1.188
H 5.064 -0.509 0.041
H 6.406 1.374 0.763
H 5.278 2.738 0.791
H 7.439 3.520 0.037
H 6.282 3.641 -1.296
H 7.570 3.070 -3.275
H 6.321 1.834 -2.949
H 7.995 1.348 -3.281
C 2.634 4.984 -2.184
O 2.373 6.363 -1.982
C 3.318 6.985 -1.127
C 4.319 7.806 -1.909
O 5.172 6.980 -2.688
C 4.830 6.969 -4.063
H 1.968 4.623 -2.966
H 3.668 4.813 -2.496
H 2.431 4.421 -1.265
H 3.834 6.243 -0.510
H 2.760 7.650 -0.460
H 4.955 8.352 -1.205
H 3.804 8.538 -2.537
H 5.071 7.933 -4.524
H 3.771 6.746 -4.212
H 5.423 6.194 -4.546
C -8.193 9.576 0.207
O -6.887 9.735 0.726
C -6.208 8.497 0.911
C -5.193 8.253 -0.181
O -5.820 8.020 -1.437
C -5.761 9.141 -2.299
H -8.571 10.564 -0.051
H -8.196 8.952 -0.691
H -8.852 9.133 0.962
H -6.916 7.667 0.968
H -5.686 8.559 1.870
H -4.624 7.352 0.067
H -4.492 9.090 -0.245
H -4.737 9.298 -2.654
H -6.120 10.047 -1.805
H -6.399 8.934 -3.158
C 8.114 -9.956 -1.442
O 7.110 -8.968 -1.588
C 5.822 -9.514 -1.832
C 4.959 -9.476 -0.591
O 5.439 -10.370 0.405
C 6.126 -9.699 1.447
H 9.021 -9.459 -1.103
H 7.830 -10.712 -0.706
H 8.317 -10.439 -2.403
H 5.899 -10.537 -2.213
H 5.353 -8.899 -2.606
H 3.948 -9.802 -0.856
H 4.892 -8.456 -0.202
H 5.420 -9.125 2.058
H 6.896 -9.031 1.054
H 6.601 -10.448 2.077
```

Properties
structure (SMILES)	O=S1(=O)O[C@@H](F)C(O)(O)[C@](S)(P(O)O)[C@H]1CCO.COCCOC.COCCOC.COCCOC.COCCOC.COCCOC.COCCOC.COCCOC
LUMO energy	0.121	eV

---

This record from the Open Molecules 2025 dataset describes a molecular structure, C34H84AlF3N6O12. The level of theory is ωB97M-V/def2-TZVPD.

```
140
C34H84AlF3N6O12 ωB97M-V/def2-TZVPD
Al -0.761 -0.033 3.020
O -1.440 0.428 -4.122
C -0.165 0.461 -3.961
C 3.531 -2.899 -0.737
O 4.441 -2.147 -1.227
H 0.467 -0.283 -4.503
H 0.389 1.259 -3.457
H 2.679 -2.519 -0.200
H 3.704 -4.051 -0.862
C 0.317 1.026 5.615
O 1.222 2.086 5.185
O -0.066 0.248 4.641
C 1.104 0.080 6.681
F 2.464 0.073 6.653
F 0.819 0.424 7.948
F 0.694 -1.257 6.637
C 0.971 3.357 5.842
C 0.465 4.445 4.987
H 1.184 4.689 4.147
H -0.486 4.112 4.539
H 0.307 5.288 5.629
H 1.971 3.657 6.118
H 0.400 3.151 6.771
H -0.434 1.403 6.274
C -2.910 4.651 -4.663
C -1.516 4.972 -4.315
C -0.914 5.995 -5.242
O 0.507 6.140 -4.893
C 1.416 5.154 -5.243
N -1.399 5.377 -2.884
H -3.271 4.104 -3.780
H -3.002 4.060 -5.579
H -3.400 5.627 -4.782
H -0.918 4.064 -4.409
H -1.284 7.009 -5.050
H -1.181 5.842 -6.277
H 2.364 5.440 -4.817
H 1.531 5.132 -6.336
H 1.019 4.187 -4.864
H -0.501 5.682 -2.613
H -2.023 6.165 -2.713
C 4.107 2.226 -3.687
C 5.086 3.299 -3.236
C 5.817 4.025 -4.358
O 4.839 4.727 -5.124
C 5.279 5.447 -6.333
N 4.372 4.095 -2.262
H 4.703 1.454 -4.232
H 3.330 2.646 -4.308
H 3.754 1.731 -2.774
H 5.897 2.823 -2.681
H 6.334 3.248 -4.970
H 6.515 4.794 -3.950
H 5.962 6.289 -6.075
H 4.488 5.896 -6.855
H 5.856 4.778 -6.990
H 4.894 4.858 -1.934
H 3.567 4.512 -2.710
C -6.008 1.749 -2.221
C -5.431 0.655 -1.327
C -4.826 -0.477 -2.174
O -4.243 -1.430 -1.335
C -3.007 -1.990 -1.808
N -4.468 1.307 -0.468
H -5.273 2.191 -2.914
H -6.530 2.565 -1.672
H -6.762 1.212 -2.811
H -6.212 0.139 -0.716
H -4.087 -0.060 -2.849
H -5.548 -0.861 -2.882
H -2.395 -1.147 -2.092
H -3.155 -2.693 -2.645
H -2.527 -2.488 -0.892
H -4.023 1.984 -1.031
H -3.722 0.662 -0.191
C -0.020 -6.493 -1.571
C 1.087 -6.992 -2.523
C 1.829 -5.968 -3.397
O 1.115 -5.681 -4.614
C 1.285 -4.364 -5.036
N 2.100 -7.761 -1.812
H 0.321 -5.658 -0.974
H -0.376 -7.300 -0.977
H -0.913 -6.088 -2.029
H 0.558 -7.547 -3.267
H 2.830 -6.384 -3.585
H 1.907 -5.059 -2.828
H 0.916 -3.668 -4.256
H 0.692 -4.224 -5.962
H 2.368 -4.096 -5.172
H 1.869 -8.660 -1.346
H 3.042 -7.684 -2.215
C 2.494 -6.400 3.872
O 1.745 -5.215 4.034
C 0.419 -5.430 3.620
C -0.480 -4.204 3.681
N -0.972 -3.819 4.999
C -2.097 -4.591 5.510
C -3.393 -4.460 4.679
O -3.555 -3.120 4.214
C -4.499 -3.081 3.144
H 1.849 -7.282 3.854
H 3.211 -6.436 4.749
H 3.071 -6.339 2.967
H -0.058 -6.154 4.324
H 0.376 -5.852 2.610
H -1.264 -4.264 2.898
H 0.018 -3.317 3.293
H -1.268 -2.865 4.992
H -2.304 -4.231 6.517
H -1.910 -5.687 5.595
H -4.328 -4.733 5.203
H -3.275 -5.112 3.822
H -4.116 -3.433 2.161
H -5.022 -2.126 3.116
H -5.293 -3.814 3.374
C 2.389 -1.155 2.822
O 1.557 -0.197 2.174
C 2.215 1.120 2.059
C 1.232 2.076 1.350
N 0.006 2.307 2.224
C -1.245 2.843 1.707
C -2.441 2.702 2.739
O -2.153 1.762 3.759
C -3.252 1.481 4.618
H 2.932 -0.641 3.619
H 3.079 -1.599 2.145
H 1.732 -1.870 3.286
H 3.100 0.945 1.438
H 2.580 1.447 3.007
H 0.913 1.658 0.383
H 1.734 3.001 1.068
H 0.274 2.644 3.149
H -1.531 2.307 0.799
H -1.133 3.873 1.362
H -3.338 2.438 2.183
H -2.731 3.651 3.222
H -2.942 0.861 5.446
H -4.008 0.831 4.081
H -3.806 2.340 5.047
```

Properties
LUMO energy	-0.104	eV

---

no.,orbital gap (eV)
1,4.56
2,8.73
3,6.06